DFT (wB97M-V/def2-TZVPD) results for a cluster of 2 separate species, C3H9NO in total in a non-equilibrium geometry.

Positions of all 14 atoms, in Å:
1 C -0.617 1.695 -0.204
2 N 0.753 1.395 0.403
3 H -0.592 1.287 -1.196
4 H -1.244 1.145 0.562
5 H -1.044 2.717 -0.033
6 H 0.544 1.360 1.392
7 H 1.370 2.186 0.239
8 C -0.782 -1.797 -0.270
9 C 0.524 -1.463 -0.559
10 O 1.507 -1.745 0.322
11 H -1.636 -1.557 -0.883
12 H -0.911 -2.610 0.436
13 H 1.054 -1.005 -1.394
14 H 1.073 -1.609 1.186

Properties
Kohn-Sham gap (spin up / spin down)   9.19 / 5.26 eV
Energy above the lowest of the compared OMol25 structures with the same formula, charge and spin   60.1 kcal/mol
Max |F|   4.04 eV/Å
Energy   -6783.7020 eV
Total charge   +1
HOMO (spin up / spin down)   -0.5219 / -0.5131 Ha
Expectation value of S²   0.757
Lowest unoccupied orbital energy (spin up / spin down)   -5.0 / -8.7 eV
Multiplicity   2